ORCA calculation (the ωB97M-V functional and the def2-TZVPD basis) on the molecule C2HN3O2 at a distorted geometry.

Atoms and positions in Å:
O  0.947  0.165  1.435
O  -1.319  -0.461  -1.759
N  -1.161  0.233  0.370
N  1.605  0.041  0.222
N  -0.521  0.398  1.408
C  -0.565  -0.192  -0.821
C  0.905  -0.147  -0.803
H  1.468  -0.300  -1.661

Output
LUMO = -1.4981 eV
Gap between HOMO and LUMO = 8.994 eV
Charge = 0
Structure (SMILES) = O=c1cnonn1
Energy = -391.40569 hartree
Relative energy (zero: lowest compared OMol25 entry of this formula, charge and spin) = 512.2 kJ/mol